1.
Here is a 2-piece molecular cluster, H3N4O2 overall from the Open Molecules 2025 dataset. Energies are from the ωB97M-V functional and the def2-TZVPD basis.

The HOMO energy is -3.487 eV. The relative energy (zero: lowest compared OMol25 entry of this formula, charge and spin) comes out at 0.5394 eV. Its net charge is -1. The value obtained for the orbital gap is 8.265 eV.

Last column: natural (NBO) charge in e.
Cartesian coordinates (Å):
1 O -1.0098 1.4605 -0.5664  -0.631
2 N -0.4079 -1.9087 -0.2919  -0.004
3 N -0.5116 -0.7104 -0.2657  -0.042
4 H 0.2107 -3.6477 0.4194  0.303
5 N -1.2269 0.2481 -0.1209  0.090
6 H 0.4677 2.0181 -0.5033  0.494
7 O 1.3438 2.4486 -0.1655  -1.023
8 N 0.0420 -2.6584 0.6766  -0.630
9 H 1.0921 2.7499 0.8178  0.442

=====

2.
Here is one molecule with the formula H3N4P from the Open Molecules 2025 dataset. Energies are from the ωB97M-V functional and the def2-TZVPD basis.

The HOMO energy (alpha / beta) is -7.940 / -8.124 eV. The SMILES is [H]/N=N\P=N\N. The relative energy (zero: lowest compared OMol25 entry of this formula, charge and spin) comes out at 0.7013 eV. Its net charge is 0. The value obtained for the orbital gap (alpha / beta) is 7.670 / 7.629 eV.

Last column: natural (NBO) charge in e.
Cartesian coordinates (Å):
1 N -0.4997 -0.4105 0.1751  -0.558
2 N -0.4404 1.8851 1.4953  -0.440
3 H 0.9146 -0.1289 -1.0805  0.351
4 P -1.5062 1.1283 0.6409  0.865
5 N 0.0266 -0.5734 -0.9976  -0.527
6 N 0.5529 2.2084 2.0703  -0.332
7 H -0.5993 -0.5187 -1.9107  0.316
8 H 0.8051 1.5110 2.7882  0.325

=====

3.
Here is one molecule with the formula H3N5 from the Open Molecules 2025 dataset. Energies are from the ωB97M-V functional and the def2-TZVPD basis.

The HOMO energy is -8.888 eV. The relative energy (zero: lowest compared OMol25 entry of this formula, charge and spin) comes out at 0.1017 eV. Its net charge is 0. The value obtained for the orbital gap is 8.421 eV.

Last column: natural (NBO) charge in e.
Cartesian coordinates (Å):
1 N 0.3063 0.5917 -1.3131  -0.008
2 N -0.7589 -1.0769 -0.2259  -0.019
3 N -0.3441 -0.9528 0.9605  -0.401
4 H 1.1583 2.0584 -0.5206  0.338
5 N -0.4864 -0.4092 -1.3251  -0.203
6 H -1.2142 -1.9756 -0.4259  0.403
7 N 0.4331 1.3627 -0.3222  -0.479
8 H 0.1171 -0.0479 1.1067  0.369

=====

4.
Here is one molecule with the formula H3NO3Si from the Open Molecules 2025 dataset. Energies are from the ωB97M-V functional and the def2-TZVPD basis.

The HOMO energy is -10.727 eV. The SMILES is O=[N+]([O-])[SiH2]O. The relative energy (zero: lowest compared OMol25 entry of this formula, charge and spin) comes out at 0.6443 eV. Its net charge is 0. The value obtained for the orbital gap is 10.504 eV.

Last column: natural (NBO) charge in e.
Cartesian coordinates (Å):
1 H 1.0857 -0.3122 -1.2089  -0.191
2 H 0.1482 1.8151 -0.0235  -0.191
3 O -2.0671 0.1363 -0.5577  -0.403
4 O 0.9413 0.4130 1.3339  -1.094
5 N -1.0201 -0.5365 -0.4365  0.190
6 H 1.3790 -0.2855 1.8497  0.526
7 O -0.9177 -1.6793 -0.8255  -0.374
8 Si 0.4508 0.4490 -0.1316  1.536

=====

5.
Here is an isolated ion of composition H3NOP and charge -1 from the Open Molecules 2025 dataset. Energies are from the ωB97M-V functional and the def2-TZVPD basis.

The HOMO energy is -2.504 eV. The relative energy (zero: lowest compared OMol25 entry of this formula, charge and spin) comes out at 3.8533 eV. Its net charge is -1. The value obtained for the orbital gap is 7.754 eV.

Last column: natural (NBO) charge in e.
Cartesian coordinates (Å):
1 H -0.1106 1.5742 0.2702  -0.083
2 H 0.6060 0.3325 1.7621  -0.253
3 H 0.7361 -1.2805 -0.5962  0.291
4 O -1.0815 -0.4004 -1.2458  -0.797
5 P -0.4662 0.1522 0.6284  0.521
6 N 0.3161 -0.3780 -0.8187  -0.680

=====

6.
Here is one molecule with the formula H3NS2 from the Open Molecules 2025 dataset. Energies are from the ωB97M-V functional and the def2-TZVPD basis.

The HOMO energy is -8.884 eV. The SMILES is SNS. The relative energy (zero: lowest compared OMol25 entry of this formula, charge and spin) comes out at 1.6623 eV. Its net charge is 0. The value obtained for the orbital gap is 9.033 eV.

Last column: natural (NBO) charge in e.
Cartesian coordinates (Å):
1 S -1.5803 -0.3384 0.1983  0.146
2 S 1.3525 0.6360 0.2023  0.190
3 H -1.2954 -0.6076 1.4044  0.086
4 H 0.5788 -1.0977 -0.9479  0.383
5 N 0.1124 -0.2518 -0.6201  -0.889
6 H 0.8320 1.6596 -0.2370  0.084

=====

Summary of max |F| in eV/Å
5.805, 3.167, 3.498, 4.565, 2.062, 4.030
(order as listed above)